Here is a structure of composition C15H17F3N2O5PdS2Te at a distorted geometry from OMol25. Energies are from wB97M-V/def2-TZVPD.

```
46
Properties=species:S:1:pos:R:3:forces:R:3
Pd -0.521200 0.037400 0.415900 0.32 0.07 1.52
C -0.570200 8.690600 0.214500 0.08 -0.02 -0.03
C -0.743800 7.205100 0.127900 -0.05 -0.13 -0.10
C -1.268800 6.616300 -1.017500 0.02 0.02 0.09
C -1.392600 5.239900 -1.128300 -0.06 -0.27 -0.05
C -0.994500 4.444200 -0.072400 -0.10 -0.40 -0.11
C -0.477200 5.007800 1.082000 0.04 0.09 0.16
C -0.347600 6.380600 1.178700 -0.10 -0.15 -0.07
S -1.096000 2.656500 -0.060200 0.62 1.10 -0.29
O -1.395100 2.077900 -1.340000 -0.25 0.62 -0.39
O -2.003700 2.340500 1.027400 -0.36 0.33 -0.01
N 0.403100 2.257800 0.421100 -1.26 0.58 0.27
C 1.231000 1.656800 -0.480600 1.09 -0.08 -0.88
C 1.583800 2.223800 -1.710600 0.19 -0.16 0.19
C 2.412300 1.509100 -2.548800 -0.16 -0.06 0.20
C 2.894600 0.270500 -2.139700 0.02 -0.07 0.13
C 2.502500 -0.221000 -0.908600 0.32 0.01 -0.18
N 1.689600 0.448200 -0.095900 -0.30 0.52 -0.12
H -1.312000 9.210800 -0.385600 -0.05 0.06 -0.04
H 0.417300 8.964500 -0.160100 0.02 0.10 0.01
H -0.648000 9.035400 1.242200 0.00 0.06 0.07
H -1.594300 7.243200 -1.833200 -0.03 0.09 -0.13
H -1.800200 4.782100 -2.017000 -0.05 -0.02 -0.11
H -0.183300 4.352600 1.891600 0.06 0.12 0.08
H 0.054200 6.819300 2.079900 0.05 0.05 0.10
H 1.172800 3.181600 -1.982900 0.00 0.11 -0.07
H 2.668100 1.902400 -3.520000 0.06 0.05 -0.11
H 3.541500 -0.307600 -2.776600 0.11 -0.11 -0.04
H 2.848800 -1.175000 -0.533900 -0.06 -0.10 -0.14
F -0.556000 -4.010000 0.758200 -0.28 0.16 -0.27
C -0.526600 -2.687700 0.675400 0.50 0.12 0.39
F 0.752000 -2.325600 0.403700 -0.15 -0.57 -0.23
F -0.750200 -2.199700 1.924500 -0.32 -0.45 -0.04
S -1.736700 -1.901100 -0.590900 -0.05 -3.10 0.44
O -2.507000 -1.027400 0.278800 -0.02 0.92 0.47
O -2.435300 -3.009000 -1.143900 -0.16 0.09 -0.26
O -0.802700 -1.208000 -1.456800 0.32 1.02 -0.37
C 1.429500 0.476700 3.801100 -0.31 -0.13 -0.73
Te -0.346700 1.192700 2.731200 0.25 -0.53 1.36
C -1.792200 0.077800 3.911600 0.24 -0.11 -0.61
H 1.329100 0.694400 4.860400 -0.27 0.09 0.02
H 2.263900 1.046400 3.396600 -0.02 -0.02 -0.05
H 1.604700 -0.584800 3.649700 -0.08 -0.02 -0.05
H -1.452800 -0.940800 4.078200 0.02 0.02 -0.04
H -2.683800 0.069600 3.286000 -0.04 -0.05 0.08
H -1.998200 0.576600 4.855300 0.16 0.17 -0.07
```
Positions in Å, forces in eV/Å.

Calculated values
Net charge: 0
F_max in hartree/bohr: 0.061
DFT total energy in eV: -69641.0929
Frontier orbital gap (alpha / beta) in eV: 6.4 / 6.9


Here is an isolated molecule of C15H17N3O3S at a distorted geometry from OMol25. Energies are from wB97M-V/def2-TZVPD.

```
39
Properties=species:S:1:pos:R:3:forces:R:3
C 2.647064 2.539995 2.376197 0.04 -0.05 0.11
C 2.348375 3.531540 1.558745 -0.10 0.01 -0.21
C 1.819663 3.380815 0.162254 0.01 0.28 -0.04
N 1.447219 2.033343 -0.179839 -0.13 -0.42 0.16
C 2.229867 1.218553 -0.916282 0.04 0.14 -0.11
S 3.611840 1.720197 -1.667666 0.57 0.08 -0.25
N 1.837401 -0.080947 -1.059617 0.18 -0.20 -0.13
C 0.679555 -0.692000 -0.631831 -0.14 -0.92 0.44
C 0.631117 -2.021151 -0.221767 0.07 0.82 -0.17
C 1.731391 -2.953651 -0.187592 0.35 -0.22 0.02
O 2.860353 -2.693117 -0.551208 -0.21 -0.10 0.05
O 1.366153 -4.164476 0.290863 -0.36 0.46 -0.05
C 2.399223 -5.135934 0.342660 0.44 -0.21 -0.04
N -0.668876 -2.346416 0.113403 -0.05 -0.27 0.01
C -1.464983 -1.270438 -0.097816 0.10 0.47 -0.09
C -2.835873 -1.141263 0.068138 -0.33 0.22 -0.03
C -3.430872 0.062629 -0.278724 0.21 -0.43 0.12
O -4.775802 0.127986 -0.090720 0.23 -0.25 0.06
C -5.460500 1.307830 -0.438370 -0.12 0.22 -0.07
C -2.654254 1.112357 -0.802614 -0.19 0.25 -0.05
C -1.293598 0.989946 -0.954850 -0.10 -0.08 -0.04
C -0.661983 -0.198949 -0.578299 -0.24 -0.22 0.09
H 3.035853 2.719324 3.363158 0.08 0.11 0.18
H 2.536056 1.505677 2.094013 -0.05 -0.18 -0.13
H 2.488990 4.559278 1.864148 0.05 0.12 0.12
H 2.593120 3.691624 -0.549890 -0.21 0.01 0.08
H 0.948679 4.034246 0.030446 0.09 -0.02 -0.01
H 0.741404 1.603211 0.401046 0.01 0.00 -0.04
H 2.574508 -0.726474 -1.334256 -0.07 0.30 0.01
H 3.225203 -4.779277 0.961463 -0.07 -0.07 -0.05
H 2.777476 -5.341359 -0.660986 -0.03 -0.01 0.10
H 1.954809 -6.029229 0.774148 0.02 0.05 -0.03
H -0.955976 -3.261563 0.413813 0.00 0.06 -0.03
H -3.443889 -1.948631 0.441725 -0.11 -0.11 0.06
H -5.370796 1.526284 -1.507069 0.01 0.00 0.05
H -5.106137 2.165839 0.141637 -0.01 -0.04 -0.04
H -6.505691 1.119969 -0.197801 0.07 0.06 -0.04
H -3.127150 2.032740 -1.104429 -0.06 0.08 -0.02
H -0.728920 1.801486 -1.386239 0.02 0.06 -0.02
```
Positions in Å, forces in eV/Å.

Calculated values
Net charge: 0
F_max in hartree/bohr: 0.020
DFT total energy in eV: -37278.9433
Frontier orbital gap in eV: 7.7


Here is a structure of composition C15H17N4ReS from OMol25. Energies are from wB97M-V/def2-TZVPD.

```
38
Properties=species:S:1:pos:R:3:forces:R:3
Re 0.604621 0.026585 -0.171185 -0.09 0.87 0.46
C -0.842310 -0.946571 3.809955 0.02 -0.04 -0.04
C -0.610935 -0.798996 2.351765 -0.03 -0.02 -0.05
N 0.544011 -0.551428 1.804933 -0.07 -0.16 0.05
N 1.707231 -0.525233 2.555232 0.00 0.09 -0.12
C 2.864951 -0.356010 1.900509 0.05 -0.01 0.07
N 4.008593 -0.382160 2.526648 -0.03 0.01 0.01
S 2.855350 -0.120459 0.148790 -0.19 -0.37 -0.08
C -1.687565 -0.992406 1.352174 0.09 0.08 0.08
C -2.922848 -1.491350 1.682132 -0.02 0.04 -0.05
C -3.833579 -1.786685 0.657394 0.01 0.00 0.04
C -3.463758 -1.579269 -0.655444 0.00 0.03 -0.04
C -2.204616 -1.059709 -0.924592 0.02 0.01 0.02
N -1.332143 -0.746861 0.047420 0.06 -0.60 -0.09
H -0.160736 -0.332698 4.399043 0.00 0.00 0.00
H -0.725107 -1.995754 4.105280 0.00 0.00 0.02
H -1.853065 -0.639803 4.070363 0.00 -0.01 0.01
H 1.659583 -0.754148 3.541300 0.02 -0.02 0.00
H 4.100163 -0.519772 3.527280 0.00 0.00 0.00
H 4.872676 -0.269352 2.008370 0.01 0.00 0.01
H -3.191148 -1.680848 2.711688 0.00 0.01 0.00
H -4.809384 -2.187883 0.901178 0.00 0.00 0.00
H -4.129851 -1.812938 -1.474986 0.00 0.00 0.00
H -1.874107 -0.879847 -1.938059 -0.01 -0.04 -0.02
C 0.306486 2.010932 -0.480637 0.29 -0.05 -0.14
C 0.605599 1.611087 -1.877070 -0.04 0.21 -0.14
C 1.922053 1.743512 -2.402206 -0.01 -0.04 -0.05
C 2.161039 1.537497 -3.741390 -0.01 -0.04 0.05
C 1.100993 1.205217 -4.588116 -0.01 -0.01 -0.03
C -0.205151 1.092219 -4.109592 0.04 -0.04 0.02
C -0.454288 1.302601 -2.771163 -0.02 -0.04 0.02
H -0.728707 2.283676 -0.262845 -0.02 -0.04 0.04
H 1.023401 2.656628 0.023503 -0.04 0.08 -0.04
H 2.729559 2.048084 -1.746727 -0.01 0.04 -0.01
H 3.157367 1.657549 -4.144242 0.00 -0.01 0.01
H 1.293582 1.054528 -5.643246 0.00 0.02 0.00
H -1.015368 0.881778 -4.794282 0.00 -0.01 0.00
H -1.472609 1.298292 -2.399193 -0.01 0.06 -0.01
```
Positions in Å, forces in eV/Å.

Calculated values
Net charge: +3
2S+1: 2
F_max in hartree/bohr: 0.019
<S²>: 1.06
DFT total energy in eV: -34727.5384
Frontier orbital gap (alpha / beta) in eV: 6.6 / 6.7